Entry 1:
C19H16BrNO4S | wB97M-V/def2-TZVPD

Results
Frontier orbital gap   9.19 eV
HOMO energy   -8.9 eV
Lowest unoccupied orbital energy   0.2408 eV

```
42
C19H16BrNO4S (wB97M-V/def2-TZVPD)
H 5.069 -1.000 -0.719
C -5.038 0.408 0.592
C 1.310 0.544 1.280
C 2.561 -1.060 -2.057
C 2.352 1.005 0.499
H -2.160 -1.753 1.953
H 2.980 2.129 -1.191
C 4.217 -1.126 -0.061
C -2.838 -2.470 -0.541
H 3.165 -0.640 -2.835
C -0.212 1.560 -0.251
C -2.963 -1.137 1.574
H -1.466 -1.392 -1.735
N -1.517 -2.087 -1.010
O 4.937 1.436 0.248
C 0.006 0.824 0.904
H -0.830 0.459 1.481
C 0.835 2.059 -1.012
H -4.947 1.450 2.459
C 1.194 -1.397 -2.130
H 0.633 2.647 -1.895
C -4.502 -0.605 -0.185
H 1.525 -0.038 2.161
C -3.462 -1.385 0.300
C -4.532 0.656 1.856
O -0.415 -3.142 0.662
H -2.700 -3.374 0.059
Br -1.991 1.867 -0.833
H 4.406 -1.869 0.708
C 2.132 1.771 -0.630
H -3.464 -2.696 -1.407
H -5.847 1.010 0.206
C 2.971 -1.389 -0.790
O 1.941 -1.908 -0.099
H -4.896 -0.790 -1.173
C 0.857 -1.908 -0.902
O 4.174 0.236 2.263
C -3.494 -0.119 2.346
H 0.559 -1.289 -2.987
H -3.101 0.068 3.336
S 4.040 0.494 0.859
C -0.401 -2.441 -0.329
```

In elementary charge units, the natural (NBO) charges are: 0.267 -0.206 -0.186 -0.297 -0.260 0.235 0.247 -0.674 -0.266 0.236 -0.060 -0.254 0.401 -0.599 -0.941 -0.251 0.246 -0.243 0.216 -0.263 0.233 -0.242 0.252 0.054 -0.213 -0.607 0.242 0.070 0.269 -0.194 0.204 0.214 0.276 -0.377 0.208 0.177 -0.931 -0.201 0.230 0.215 2.149 0.625

Entry 2:
C19H16CrN3O4 | wB97M-V/def2-TZVPD

Results
Frontier orbital gap (alpha / beta)   5.69 / 5.65 eV
HOMO energy (alpha / beta)   -10.1 / -10.2 eV
2S+1   5
Lowest unoccupied orbital energy (alpha / beta)   -4.4018 / -4.5414 eV
Charge   +1
<S²>   6.02

```
43
C19H16CrN3O4 (wB97M-V/def2-TZVPD)
H -5.363 -1.818 -1.043
O -2.514 -1.632 -0.096
O -4.569 -2.176 -0.625
H 2.367 -4.707 -0.680
C -4.802 2.279 -0.848
O -0.349 1.378 -0.102
N -2.558 0.681 -0.959
C 2.262 0.604 -0.741
H 2.306 1.112 3.921
H -5.685 2.902 -0.816
C 4.840 1.782 1.789
H 1.222 0.462 1.811
N -0.201 -2.605 -0.603
H 0.257 3.627 -0.162
C 1.157 -2.852 -0.634
H -5.901 0.434 -0.779
C 2.913 0.962 0.587
C -0.797 -3.809 -0.607
C -4.925 0.896 -0.849
H 3.054 0.396 -1.464
C 1.400 -4.231 -0.658
C -3.765 0.133 -0.878
H -3.399 3.912 -0.674
C 4.151 1.678 2.987
C 1.953 -1.708 -0.678
C 4.224 1.424 0.598
O -0.650 3.549 -0.501
C 2.846 1.206 2.987
H 4.632 1.950 3.917
C -1.051 2.310 -0.474
H 5.862 2.137 1.780
C -3.599 -1.298 -0.534
C -3.538 2.846 -0.791
H -0.052 -5.896 -0.656
H 1.715 1.460 -1.127
C 2.231 0.848 1.797
H -1.869 -3.910 -0.580
H 3.037 -1.774 -0.723
H 4.772 1.503 -0.334
Cr -0.669 -0.666 -0.407
C -2.443 1.998 -0.833
C 0.151 -4.838 -0.643
N 1.349 -0.547 -0.675
```

In elementary charge units, the natural (NBO) charges are: 0.505 -0.577 -0.596 0.229 -0.135 -0.615 -0.411 -0.254 0.217 0.253 -0.194 0.201 -0.604 0.529 0.024 0.240 0.037 0.018 -0.184 0.204 -0.211 0.064 0.259 -0.211 0.169 -0.242 -0.612 -0.189 0.224 0.805 0.223 0.798 -0.159 0.231 0.195 -0.254 0.205 0.203 0.214 1.242 0.079 -0.320 -0.601

Entry 3:
C19H16MoNO4Te4 | wB97M-V/def2-TZVPD

Results
Frontier orbital gap (alpha / beta)   5.99 / 5.30 eV
HOMO energy (alpha / beta)   -13.8 / -13.8 eV
2S+1   2
Lowest unoccupied orbital energy (alpha / beta)   -7.8415 / -8.5452 eV
Charge   +2
<S²>   0.81

```
45
C19H16MoNO4Te4 (wB97M-V/def2-TZVPD)
C 2.628 1.220 3.789
H -3.425 -4.166 -2.437
C 1.939 -0.883 -2.761
C 2.449 1.671 -1.840
H 1.269 2.490 2.723
H 3.994 -0.213 4.603
Te -5.282 4.917 0.018
C 1.422 -0.474 -1.540
H 3.577 1.938 -3.637
Te -3.908 4.914 -2.158
C -3.250 -2.169 0.834
C -3.449 -2.250 -1.527
C 1.991 0.877 1.494
C 1.671 0.812 -1.066
C -3.370 -3.624 -1.504
C -3.166 -3.543 0.889
H -3.169 -5.357 -0.255
N -3.385 -1.581 -0.363
H 2.568 1.801 4.698
H -3.566 -1.636 -2.407
O -3.514 -0.244 -0.443
C 1.901 1.613 2.674
H -3.226 -1.514 1.692
O -1.050 1.724 1.261
C -3.228 -4.277 -0.287
C 3.502 -0.654 2.563
O 1.038 2.751 0.266
H -3.059 -4.020 1.853
C 3.425 0.088 3.734
Te -2.225 2.756 -1.886
H 4.134 -1.530 2.516
H 2.875 -0.833 0.530
H 1.743 -1.887 -3.111
H 2.652 2.679 -1.509
C 2.784 -0.265 1.443
Mo -2.562 1.319 0.201
Te -4.391 2.692 1.341
O -0.804 -0.191 0.255
C 1.172 1.344 0.280
H 3.117 -0.346 -4.474
C -0.234 0.856 0.569
C 2.970 1.257 -3.056
H 0.844 -1.180 -0.962
H 1.883 3.140 0.521
C 2.713 -0.023 -3.525
```

In elementary charge units, the natural (NBO) charges are: -0.196 0.270 -0.221 -0.189 0.229 0.235 0.296 -0.175 0.233 0.305 0.052 0.064 -0.010 -0.098 -0.202 -0.192 0.264 0.040 0.233 0.263 -0.505 -0.230 0.246 -0.577 -0.098 -0.191 -0.691 0.269 -0.174 0.249 0.233 0.231 0.223 0.221 -0.216 0.710 0.256 -0.617 0.098 0.233 0.793 -0.190 0.214 0.498 -0.186

Entry 4:
C19H16N2O4S | wB97M-V/def2-TZVPD

Results
Frontier orbital gap   7.99 eV
HOMO energy   -7.8 eV
Lowest unoccupied orbital energy   0.1716 eV

```
42
C19H16N2O4S (wB97M-V/def2-TZVPD)
C -3.155 -0.191 -0.250
H 5.506 -0.694 1.854
C 2.661 -0.522 -0.835
C -0.631 -3.383 0.228
H -1.722 3.588 0.364
O -0.358 1.156 2.376
H 5.216 2.848 -1.257
H 3.519 -2.158 2.020
C 2.588 -1.411 0.243
C -1.937 3.013 1.265
O 4.084 1.225 -1.835
H 1.536 -2.810 1.273
H -5.780 -0.044 -2.391
H -0.563 -4.340 -0.291
O 5.767 1.128 -0.263
C -1.193 0.741 1.587
H -3.886 3.129 -0.278
H -4.210 -1.659 -1.384
C 5.327 1.767 -1.442
S -2.318 -2.801 -0.132
C -3.943 2.079 -0.507
H -0.511 -3.544 1.299
C -4.146 -0.609 -1.143
H -5.593 2.354 -1.819
H 6.067 1.612 -2.243
N -2.076 1.606 0.955
C 3.772 0.281 -0.897
H 1.882 -0.469 -1.575
C -5.020 0.291 -1.704
C -3.044 1.178 0.081
C 0.392 -2.412 -0.364
C -4.912 1.639 -1.380
C 4.790 0.222 0.057
H -1.100 3.100 1.957
N 1.490 -2.266 0.423
C 4.724 -0.649 1.115
H -2.840 3.396 1.744
H -0.640 -1.299 1.774
C -2.228 -1.108 0.352
C 3.602 -1.467 1.194
C -1.327 -0.655 1.251
O 0.210 -1.863 -1.424
```

In elementary charge units, the natural (NBO) charges are: -0.062 0.230 -0.316 -0.628 0.202 -0.630 0.157 0.205 0.150 -0.429 -0.487 0.399 0.218 0.261 -0.478 0.637 0.220 0.224 0.237 0.300 -0.255 0.220 -0.177 0.216 0.157 -0.395 0.319 0.270 -0.238 0.194 0.677 -0.174 0.203 0.263 -0.596 -0.241 0.200 0.223 -0.093 -0.242 -0.343 -0.597

Entry 5:
C19H16N4O | wB97M-V/def2-TZVPD

Results
Frontier orbital gap   8.52 eV
HOMO energy   -8.9 eV
Lowest unoccupied orbital energy   -0.3349 eV

```
40
C19H16N4O (wB97M-V/def2-TZVPD)
H -2.381 -2.821 -0.665
C -1.273 -0.833 0.846
H 1.908 0.581 -2.001
H -2.507 3.934 1.036
H -0.102 2.630 2.476
N 0.398 -2.483 1.524
C 2.793 -0.528 -0.378
C -3.144 0.760 -1.937
C -2.588 -1.825 -1.026
H 4.084 1.606 -2.663
C -2.360 0.596 -0.776
C -1.561 4.032 1.544
H 4.015 -1.453 1.124
H -4.228 -0.203 -3.491
H 0.597 -3.281 2.121
H 6.100 -0.323 0.303
N 1.517 -1.905 1.052
C -2.082 -0.721 -0.314
O -1.760 -2.921 1.897
H -3.743 -2.477 -2.686
C -0.840 0.307 1.476
H 0.528 4.571 1.010
N 5.162 0.676 -1.205
H -0.237 0.250 2.371
C 3.998 -0.781 0.282
C -0.693 2.798 1.584
H -0.442 3.846 -0.346
C -3.349 -1.629 -2.146
C 1.543 -1.137 0.038
C -0.937 -2.165 1.429
C -1.176 1.569 0.934
C 4.023 0.920 -1.829
C -0.326 3.979 0.718
C 5.144 -0.156 -0.175
H -3.345 1.766 -2.272
H 0.668 -0.888 -0.565
N -1.897 1.694 -0.153
C 2.815 0.350 -1.463
C -3.626 -0.332 -2.603
H -1.580 4.662 2.420
```

In elementary charge units, the natural (NBO) charges are: 0.227 -0.081 0.220 0.231 0.221 -0.440 -0.063 -0.191 -0.203 0.194 0.149 -0.394 0.235 0.217 0.406 0.194 -0.221 -0.034 -0.564 0.218 -0.232 0.217 -0.411 0.226 -0.228 -0.279 0.230 -0.211 0.055 0.638 0.246 0.039 -0.394 0.037 0.225 0.179 -0.437 -0.239 -0.198 0.217

Entry 6:
C19H17F5MgN2 | wB97M-V/def2-TZVPD

Results
Frontier orbital gap   4.44 eV
HOMO energy   -5.5 eV
Lowest unoccupied orbital energy   -1.0490 eV

```
44
C19H17F5MgN2 (wB97M-V/def2-TZVPD)
H 1.359 0.826 -4.980
C 4.390 -1.438 0.499
F 6.496 -0.338 0.679
Mg 0.254 -0.036 -0.268
C 0.433 2.698 -1.735
C 5.148 -0.274 0.556
H -2.010 0.931 -0.579
C 4.498 0.957 0.576
F 2.289 -2.570 0.293
F 5.042 -2.613 0.466
C 0.508 -2.911 -4.158
C 0.760 -1.521 -4.152
H -2.721 0.121 0.928
H -0.158 -4.530 -2.873
C 3.077 1.017 0.439
H 0.236 3.104 -0.755
H -0.393 -1.426 1.070
H 0.562 -3.520 -5.079
C 0.112 -3.491 -2.926
C 2.328 -0.146 0.339
H -0.204 -3.122 -0.766
F 2.491 2.274 0.447
C 0.613 -0.787 -2.952
C 1.096 1.430 -4.096
C 0.026 -2.716 -1.763
C 2.977 -1.380 0.361
C -0.440 -0.690 1.905
H 0.593 4.528 -2.826
C 0.701 3.458 -2.884
H -1.395 1.204 2.274
H -1.303 -1.000 2.510
C 0.743 0.706 -2.934
H 0.410 -0.935 2.567
C 1.070 2.843 -4.084
C -1.980 0.065 0.110
C -0.561 0.837 1.694
H -0.549 1.698 0.949
N 0.217 -1.398 -1.809
H 1.047 -0.964 -5.036
N 0.403 1.369 -1.801
H 0.314 1.173 2.227
H -2.009 -0.944 -0.332
H 1.298 3.443 -5.013
F 5.257 2.065 0.637
```

In elementary charge units, the natural (NBO) charges are: 0.218 0.305 -0.297 1.704 0.094 0.241 0.170 0.267 -0.345 -0.313 -0.144 -0.209 0.202 0.231 0.299 0.224 0.173 0.237 -0.235 -0.645 0.226 -0.348 0.170 -0.207 0.092 0.285 -0.634 0.231 -0.237 0.257 0.243 0.171 0.206 -0.151 -1.363 -0.727 0.216 -0.556 0.218 -0.547 0.181 0.162 0.240 -0.304

Entry 7:
C19H17N5NiO4 | wB97M-V/def2-TZVPD

Results
Frontier orbital gap (alpha / beta)   7.43 / 7.44 eV
HOMO energy (alpha / beta)   -7.1 / -7.1 eV
Lowest unoccupied orbital energy (alpha / beta)   0.3533 / 0.3542 eV

```
46
C19H17N5NiO4 (wB97M-V/def2-TZVPD)
C 2.497 -2.214 3.242
C 1.327 -0.125 -3.057
Ni 0.262 0.872 0.714
C 2.574 -0.752 -3.131
C 0.796 0.479 -1.804
H 3.973 -1.791 -4.375
C -1.857 3.272 0.682
C -3.005 4.258 3.017
C -1.309 2.801 -0.560
C 0.536 -1.418 2.022
C -3.392 4.799 1.781
H -1.638 3.260 -1.490
H 2.476 -1.285 3.803
H -1.006 -4.913 2.067
O 3.380 -0.790 -2.033
N 1.177 -2.461 2.671
H 4.227 -1.163 -2.297
H 0.343 -0.563 -6.287
H -4.127 5.590 1.730
C -0.565 -3.929 2.063
H -2.776 -2.139 0.382
C -1.462 2.722 1.932
N -0.668 -1.599 1.456
H 3.240 -2.123 2.450
O -0.581 1.777 2.075
H -3.449 4.640 3.928
C -1.203 -2.803 1.455
C -2.815 4.301 0.640
H -3.094 4.701 -0.329
H -1.769 2.838 4.045
C 2.207 -1.248 -5.464
H -2.822 -3.838 0.729
C 0.622 -3.698 2.657
C 0.971 -0.621 -5.409
C 0.549 -0.068 -4.212
O 1.113 -0.317 1.999
H 2.749 -3.041 3.900
H 1.184 -4.474 3.158
N -0.450 1.854 -0.654
H 2.559 -1.688 -6.389
C 3.001 -1.310 -4.333
O 1.139 -0.032 -0.668
H -0.407 0.433 -4.143
C -2.073 3.255 3.093
N -2.409 -2.937 0.873
N -0.027 1.485 -1.931
```

In elementary charge units, the natural (NBO) charges are: -0.400 -0.196 1.145 0.408 0.557 0.201 -0.253 -0.189 0.151 0.776 -0.293 0.195 0.240 0.232 -0.659 -0.388 0.471 0.213 0.210 -0.384 0.419 0.388 -0.561 0.222 -0.743 0.206 0.465 -0.138 0.203 0.209 -0.180 0.398 0.115 -0.260 -0.138 -0.662 0.202 0.218 -0.351 0.211 -0.326 -0.732 0.233 -0.247 -0.757 -0.435

Entry 8:
C19H17NO6 | wB97M-V/def2-TZVPD

Results
Frontier orbital gap   8.31 eV
HOMO energy   -8.5 eV
Lowest unoccupied orbital energy   -0.1471 eV

```
43
C19H17NO6 (wB97M-V/def2-TZVPD)
C -2.621 -1.759 -0.171
O -4.001 2.998 -0.980
H -2.382 -2.999 -1.611
H 2.115 1.699 2.767
C -2.470 1.178 -1.174
C 5.931 -1.239 -0.635
O 3.598 -1.048 -0.707
H 3.887 1.871 2.692
H -2.493 0.300 -1.800
C -0.046 0.976 -0.731
C -3.434 -0.769 0.389
O -5.714 -1.102 -0.234
H 1.684 -1.399 -2.422
H 6.121 -1.297 0.435
C 1.450 -0.652 -1.680
C 4.743 -0.344 -0.855
O 4.782 0.819 -1.135
H -0.156 -1.801 2.138
H -0.495 -0.241 -2.444
N -4.811 0.906 -0.712
C 2.144 0.627 0.255
C -1.334 1.640 -0.643
C 2.398 -0.352 -0.720
H -1.380 2.517 -0.011
C -1.441 -2.119 0.468
C -3.064 -0.179 1.591
O -2.983 -2.285 -1.367
H 0.703 2.050 0.952
H 5.722 -2.239 -1.004
O 3.118 0.819 1.178
C -1.078 -1.514 1.656
C 0.230 -0.004 -1.683
H -3.705 0.574 2.026
H -0.805 -2.873 0.025
C -4.742 -0.390 -0.232
C -3.779 1.812 -0.942
H 2.861 2.832 1.600
C -1.889 -0.545 2.222
H 6.802 -0.819 -1.128
C 0.927 1.290 0.221
C 2.970 1.868 2.104
H -5.751 1.267 -0.849
H -1.611 -0.077 3.153
```

In elementary charge units, the natural (NBO) charges are: 0.403 -0.555 0.486 0.174 -0.307 -0.715 -0.504 0.204 0.220 -0.062 -0.236 -0.544 0.227 0.242 -0.226 0.806 -0.571 0.220 0.214 -0.657 0.349 -0.116 0.225 0.216 -0.299 -0.156 -0.673 0.221 0.234 -0.503 -0.177 -0.204 0.222 0.212 0.687 0.658 0.185 -0.246 0.238 -0.284 -0.251 0.425 0.218

Electronic energy for the records above, in order: -4061.5403; -2243.1792; -2229.0452; -1542.3172; -1027.8565; -1542.9892; -2817.3578; -1240.4379 a.u.